A 2-piece molecular cluster, C3H12N3 overall. Source: the Open Molecules 2025 dataset; level of theory: wB97M-V/def2-TZVPD.

Structure (XYZ):
```
18
Properties=species:S:1:pos:R:3:forces:R:3:nbo_charge:R:1
C 1.2123 -0.2747 -1.6663 0.045 -0.299 0.168 -0.427
N 1.1935 0.0949 -0.2447 -0.766 0.086 0.516 -0.685
C 1.3525 1.4494 0.0849 0.214 0.440 0.640 0.264
N 1.9290 1.7809 1.1676 0.945 -0.550 -1.325 -0.657
H 0.8803 -1.3098 -1.7588 0.108 -0.019 -0.039 0.207
H 0.5198 0.3362 -2.2451 0.099 0.177 0.099 0.208
H 2.2140 -0.1984 -2.0848 -0.025 0.071 -0.145 0.227
H 1.8485 -0.4160 0.3398 0.033 -0.182 -0.217 0.418
H 0.8694 2.1750 -0.5772 0.425 -0.188 -0.524 0.162
H 2.3339 2.7071 1.0283 -0.954 0.472 0.853 0.373
C -2.1387 -1.0967 1.3687 0.248 -0.711 -0.262 -0.419
N -1.4931 -0.5223 0.1467 0.459 1.081 0.188 -0.709
H -2.3386 -0.3175 2.0988 0.009 0.069 -0.201 0.244
H -3.0432 -1.6113 1.0616 -0.126 0.104 0.177 0.237
H -1.4432 -1.8173 1.7931 -0.100 -0.003 0.044 0.235
H -0.4350 -0.3425 0.2474 -0.187 -0.094 -0.119 0.463
H -1.8756 0.4070 -0.0367 -0.126 -0.085 -0.099 0.429
H -1.5858 -1.0441 -0.7233 -0.300 -0.369 0.247 0.432
```
Positions in Å, forces in eV/Å.

Values from the calculation:
- HOMO energy: -13.1 eV
- HOMO-LUMO gap: 9.697 eV
- Maximum force: 1.718 eV/Å
- Energy relative to the best compared isomer or geometry (same formula, charge and spin): 1.853 eV
- Net charge: +1

=====

The molecule C3H7NO. Source: the Open Molecules 2025 dataset; level of theory: wB97M-V/def2-TZVPD.

Structure (XYZ):
```
12
Properties=species:S:1:pos:R:3:forces:R:3:nbo_charge:R:1
C 0.7883 1.0501 0.3855 1.004 -0.583 2.811 -0.636
C -0.1248 0.0456 -0.3265 0.490 -0.336 -1.213 -0.162
N 0.5816 -1.2433 -0.6179 -0.142 -0.393 -1.153 -0.858
C -1.4363 -0.2609 0.4505 2.112 -0.758 -0.374 0.442
O -1.4768 -1.2876 1.1070 -1.047 1.792 -0.712 -0.512
H 1.4966 1.6482 -0.1540 -0.065 0.067 -1.173 0.220
H 1.4594 0.5849 1.1466 -0.481 -0.533 -0.676 0.228
H 0.3174 1.7413 1.0733 -0.943 0.427 -0.265 0.214
H -0.2819 0.5919 -1.3045 -0.773 -0.821 0.815 0.191
H 0.8057 -1.2600 -1.6363 -0.207 -0.128 1.285 0.359
H 0.0696 -2.1401 -0.4025 0.411 1.832 -0.084 0.389
H -2.1989 0.5300 0.2787 -0.359 -0.565 0.739 0.125
```
Positions in Å, forces in eV/Å.

Values from the calculation:
- SMILES string: C[C@@H](N)C=O
- HOMO energy: -9.3 eV
- HOMO-LUMO gap: 10.108 eV
- Maximum force: 3.041 eV/Å
- Energy relative to the best compared isomer or geometry (same formula, charge and spin): 1.875 eV
- Net charge: 0

=====

The molecule C4H8OS3. Source: the Open Molecules 2025 dataset; level of theory: wB97M-V/def2-TZVPD.

Structure (XYZ):
```
16
Properties=species:S:1:pos:R:3:forces:R:3:nbo_charge:R:1
C -0.7862 -0.7018 3.7667 -0.529 0.584 0.222 -0.735
S -1.0579 0.8181 2.7883 0.035 -0.042 0.718 0.217
C -0.3865 0.2104 1.2606 0.162 -0.375 -1.040 -0.684
S -0.5121 1.5039 -0.0252 0.039 -0.080 0.042 0.209
C 0.1791 0.5516 -1.3913 -0.748 1.458 0.676 0.233
O 0.5185 -0.5732 -1.2677 0.593 -1.527 -0.093 -0.571
S 0.2470 1.5051 -2.8686 0.169 0.228 -0.072 0.255
C 0.9897 0.2691 -3.9184 0.140 -0.500 -1.029 -0.763
H -1.1202 -0.4631 4.7834 0.285 0.064 -0.154 0.234
H -1.4530 -1.5009 3.4365 0.383 -0.062 -0.248 0.218
H 0.2740 -0.9597 3.7731 -0.225 -0.173 -0.031 0.220
H -0.9914 -0.6408 0.9303 0.297 0.072 -0.032 0.229
H 0.6716 -0.0783 1.3234 -0.349 0.031 0.161 0.231
H 0.3280 -0.6009 -3.9928 0.361 0.083 0.213 0.236
H 2.0153 -0.0053 -3.6652 -0.296 -0.064 0.510 0.234
H 1.0841 0.6658 -4.9331 -0.317 0.305 0.157 0.237
```
Positions in Å, forces in eV/Å.

Values from the calculation:
- SMILES string: CSCSC(=O)SC
- HOMO energy: -8.9 eV
- HOMO-LUMO gap: 9.522 eV
- Maximum force: 1.773 eV/Å
- Energy relative to the best compared isomer or geometry (same formula, charge and spin): 0.092 eV
- Net charge: 0

=====

The molecule C4H7NO2. Source: the Open Molecules 2025 dataset; level of theory: wB97M-V/def2-TZVPD.

Structure (XYZ):
```
14
Properties=species:S:1:pos:R:3:forces:R:3:nbo_charge:R:1
O 2.3041 1.2958 -0.0027 0.081 0.387 0.274 -0.555
N 1.8748 0.0719 -0.4423 -0.458 -0.576 -0.125 -0.063
C 0.6400 -0.2008 -0.3153 0.609 0.435 -0.241 0.126
C -0.1111 -1.4887 -0.6378 0.003 0.365 0.099 -0.445
C -1.3248 -0.9050 0.1556 0.005 0.356 0.537 -0.389
C -0.5234 0.5503 0.2678 0.497 1.123 0.310 0.050
O -0.0322 1.7064 1.3305 -0.670 -1.676 -0.688 -0.772
H 1.6558 1.6553 0.6471 0.110 -0.474 -0.302 0.475
H 0.2926 -2.4469 -0.2681 0.003 0.643 0.139 0.233
H -0.2887 -1.6387 -1.7140 -0.084 0.297 0.353 0.224
H -1.5650 -1.4826 1.0483 0.197 0.331 0.126 0.228
H -2.2410 -0.8476 -0.4581 0.385 0.449 0.443 0.220
H -1.0790 1.2731 -0.2954 -0.072 -0.249 -1.282 0.196
H -0.0076 2.5677 0.8333 -0.605 -1.412 0.357 0.472
```
Positions in Å, forces in eV/Å.

Values from the calculation:
- SMILES string: O/N=C1/CC[C@H]1O
- HOMO energy: -9.4 eV
- HOMO-LUMO gap: 9.659 eV
- Maximum force: 1.932 eV/Å
- Energy relative to the best compared isomer or geometry (same formula, charge and spin): 5.106 eV
- Net charge: 0

=====

A 2-piece molecular cluster, C4H13NSi2 overall. Source: the Open Molecules 2025 dataset; level of theory: wB97M-V/def2-TZVPD.

Structure (XYZ):
```
20
Properties=species:S:1:pos:R:3:forces:R:3:nbo_charge:R:1
C -2.0296 0.9213 -0.7752 -0.462 0.969 2.115 -0.415
C -2.5652 0.5698 0.6409 -0.242 1.139 1.602 -0.217
C -1.2368 -0.3492 -1.2571 -0.755 1.564 -1.004 -0.905
C 3.2136 0.3142 -0.9584 -0.226 -0.275 -0.463 -1.113
N -2.0452 -0.6941 1.1537 2.342 -0.999 1.101 -1.036
Si -0.5450 -1.2094 0.2879 -0.650 0.992 0.428 1.151
Si 2.3823 0.0183 0.7095 -1.574 0.164 1.636 0.623
H -2.9298 1.2762 -1.3192 0.621 -0.985 -0.467 0.216
H -1.5376 1.9334 -0.6225 0.583 -1.571 -0.560 0.210
H -2.3341 1.4097 1.3811 -0.421 -0.890 -0.947 0.172
H -3.6418 0.4706 0.5653 -0.362 0.088 0.265 0.181
H -2.0172 -0.8992 -1.8617 1.469 0.101 0.370 0.251
H -0.4285 0.1242 -1.8078 0.100 -0.802 -0.901 0.237
H 3.3990 -0.5996 -1.5139 0.065 -0.422 0.182 0.243
H 2.6390 0.9028 -1.6788 -0.386 0.129 0.462 0.249
H 4.1562 0.8248 -0.8892 0.576 0.231 0.357 0.243
H -2.0160 -0.8187 2.2014 -0.448 0.531 -1.689 0.394
H -0.5287 -2.7396 0.3726 0.265 0.861 -0.135 -0.163
H 2.5663 1.2545 1.6834 -0.588 -0.612 -1.281 -0.160
H 2.9718 -0.8876 1.7827 0.093 -0.213 -1.069 -0.160
```
Positions in Å, forces in eV/Å.

Values from the calculation:
- HOMO energy: -7.7 eV
- HOMO-LUMO gap: 7.945 eV
- Maximum force: 2.774 eV/Å
- Energy relative to the best compared isomer or geometry (same formula, charge and spin): 2.842 eV
- Net charge: 0

=====

The molecule C3H6N4S. Source: the Open Molecules 2025 dataset; level of theory: wB97M-V/def2-TZVPD.

Structure (XYZ):
```
14
Properties=species:S:1:pos:R:3:forces:R:3:nbo_charge:R:1
H 3.2917 -0.1237 -0.8708 -0.033 -0.028 0.025 0.337
N 2.9961 0.3414 -0.0106 -0.090 -0.041 0.041 -0.616
C 1.9091 -0.1507 0.4049 0.062 0.108 -0.071 0.225
N 1.2263 -1.2230 -0.1895 0.130 -0.030 0.038 -0.498
C -0.0232 -1.2713 -0.3498 -0.281 -0.206 0.015 0.323
N -0.9745 -0.2593 -0.1590 -0.520 0.105 0.172 -0.617
S -2.6094 -0.7596 0.0100 0.235 0.141 -0.440 0.205
C -0.6779 1.1205 -0.2918 0.177 0.651 0.058 0.261
N -1.4495 2.1136 -0.1298 0.508 -0.840 -0.041 -0.624
H -2.3715 1.7961 0.1599 -0.255 0.051 0.009 0.339
H 1.4809 0.2470 1.3324 -0.006 -0.123 -0.073 0.163
H -0.5019 -2.2062 -0.6676 0.266 0.240 0.062 0.190
H -2.6625 -0.9176 1.3362 0.167 0.035 0.241 0.114
H 0.3664 1.2927 -0.5743 -0.360 -0.064 -0.036 0.197
```
Positions in Å, forces in eV/Å.

Values from the calculation:
- SMILES string: [H]/N=C\N=C/N(S)/C=N\[H]
- HOMO energy: -9.8 eV
- HOMO-LUMO gap: 10.086 eV
- Maximum force: 0.982 eV/Å
- Energy relative to the best compared isomer or geometry (same formula, charge and spin): 2.040 eV
- Net charge: 0